(1)
ORCA calculation (ωB97M-V/def2-TZVPD) on 2 unconnected molecules or ions with the total composition C2H9N3O.

XYZ file:
```
15
Properties=species:S:1:pos:R:3:forces:R:3
C 0.88852 0.28545 0.04304 -1.9371 -2.1244 -0.7199
C 0.52561 -1.03395 0.19234 1.0685 4.0149 1.2397
N 2.13413 0.73898 -0.13693 2.9320 0.7500 2.0414
N -0.27656 1.23072 0.01665 0.6493 -2.0780 -2.7375
N 0.49683 -2.25508 0.04429 0.7790 -1.7898 -1.8214
O -2.60010 0.02421 -0.00917 1.6452 -0.5223 -1.9959
H 2.99472 0.21609 0.26179 -2.0466 0.2568 -1.2463
H 2.38421 1.71689 0.12711 -0.9026 -0.6391 -0.3769
H -0.17363 1.76982 0.78854 -0.0413 1.6298 4.3252
H -1.32246 0.61911 0.07807 0.0614 1.1753 -0.2401
H -0.17659 2.05161 -0.62025 -0.2573 -1.2747 -1.0038
H 0.24810 -2.96690 0.73527 -0.0086 0.2487 0.3485
H 0.88693 -2.63285 -0.85022 -0.7791 -0.1197 0.4711
H -2.59927 -0.20229 -1.00708 -1.1493 0.6109 2.3009
H -3.41046 0.43821 0.33653 -0.0135 -0.1383 -0.5849
```
Forces are in eV/Å.

Output
Gap between HOMO and LUMO, eV: 8.97
Total charge: +2
Max |F|, eV/A: 4.6
2S+1: 1
E_tot, a.u.: -320.3600
Relative energy (zero: lowest compared OMol25 entry of this formula, charge and spin), kcal/mol: 48.9
Molar mass, u: 91.114

(2)
ORCA calculation (ωB97M-V/def2-TZVPD) on 2 unconnected molecules or ions with the total composition C4H12N2O.

XYZ file:
```
19
Properties=species:S:1:pos:R:3:forces:R:3
C -2.45023 0.49663 0.09776 -0.6072 -0.1317 -0.2352
C -1.44483 -0.06876 1.10798 -0.2680 -0.6391 -2.0039
C -0.19001 0.75663 1.18074 0.1082 0.5096 1.2999
N 0.48655 0.91382 -0.09006 1.3252 -1.5806 -1.7032
C 1.67709 0.43491 -0.37426 -0.1801 1.8737 1.8602
N 2.22052 0.56526 -1.56413 0.1247 0.0899 -0.9148
H -3.36289 -0.11897 0.03487 0.2371 0.3686 0.5067
H -2.15814 0.49840 -0.96366 0.5352 0.0754 0.3500
H -2.69927 1.52370 0.38448 -0.2564 -0.1555 -0.1420
H -1.91971 -0.17518 2.06849 0.1006 0.1631 0.4836
H -1.13597 -1.06804 0.77916 -0.1819 -0.0833 0.1869
H 0.51385 0.24650 1.84880 0.0222 0.4638 -0.0181
H -0.40889 1.76916 1.53619 0.1179 -0.1550 0.1639
H 0.03823 1.26382 -0.93520 -0.6712 0.1814 0.3910
H 2.35873 0.19367 0.45464 -0.4867 -0.6666 0.0133
H 3.12382 1.04899 -1.51323 0.1015 -0.2241 -0.2634
H 2.45020 -3.18271 -1.21233 0.3647 -0.1370 0.4557
H 1.21644 -2.21524 -1.14923 0.5459 -0.8958 -0.3436
O 1.68452 -2.88257 -1.69102 -0.9318 0.9433 -0.0870
```
Forces are in eV/Å.

Output
Gap between HOMO and LUMO (spin up / spin down), eV: 10.12 / 7.01
Total charge: +1
Max |F|, eV/A: 2.7
2S+1: 2
E_tot, a.u.: -344.0108
Relative energy (zero: lowest compared OMol25 entry of this formula, charge and spin), kcal/mol: 32.5
Molar mass, u: 104.153

(3)
ORCA calculation (ωB97M-V/def2-TZVPD) on a molecular structure, C18H40BrN2.

XYZ file:
```
61
Properties=species:S:1:pos:R:3:forces:R:3
Br 2.51473 -17.07853 -1.55555 1.6349 -7.9157 4.4542
C 1.59868 -18.13424 -8.02150 1.0146 -0.7104 1.4199
C 2.96722 -17.81432 -7.33694 -0.9130 1.2563 -0.0207
C 2.75887 -17.24891 -5.90678 -0.0936 0.2120 0.2506
C 1.82633 -16.02197 -5.83805 -0.3054 -0.5705 0.8347
N 1.65606 -15.47311 -4.36958 -0.1720 1.3621 -0.6077
C 3.00998 -14.83299 -3.88885 0.0498 -0.7984 -0.3688
C 2.61021 -13.74577 -2.96991 -3.0644 2.5083 -5.0375
C 1.53514 -13.03760 -3.67417 -1.4303 0.8074 -2.0892
C 0.76571 -14.15000 -4.42343 -0.5458 -1.1008 0.6867
C 1.01014 -16.55175 -3.33296 -0.7880 2.0004 -4.2312
H 0.92466 -17.28414 -8.12690 0.3915 0.1046 -0.5266
H 1.09576 -18.77972 -7.30141 -0.3036 -0.4068 -0.2649
H 1.80680 -18.69411 -8.93328 -0.4650 0.2928 -0.0881
H 3.45784 -17.07174 -7.96620 0.3677 0.0291 0.0885
H 3.60912 -18.69296 -7.27329 -0.1597 0.0037 -0.0933
H 3.66818 -16.94901 -5.38591 0.5179 0.0094 -0.4914
H 2.43118 -18.07470 -5.27527 -0.6122 0.0453 -0.0242
H 0.83681 -16.21027 -6.25458 -0.2100 -0.3151 0.5859
H 2.17485 -15.21947 -6.48815 0.4816 0.2831 0.4369
H 3.73659 -15.49022 -3.41116 -0.5066 -0.6353 -0.3963
H 3.56005 -14.39794 -4.72327 -0.5280 -0.1097 -0.5233
H 2.33987 -14.07188 -1.96558 -4.8324 1.5225 -4.2597
H 3.45938 -13.10815 -2.72407 -0.3234 1.3326 -2.2459
H 0.88820 -12.47971 -2.99717 -0.1346 -0.1597 -0.0295
H 1.89522 -12.30794 -4.39946 0.2293 0.0504 -0.0477
H -0.16899 -14.32201 -3.88970 0.1703 -0.5825 0.2035
H 0.40966 -14.02122 -5.44555 0.7085 0.4072 -0.0964
H 0.00540 -16.77981 -3.68878 -0.0230 0.0375 -0.3984
H 1.05233 -16.13227 -2.32779 -1.3083 0.6125 -1.4492
H 1.75651 -17.34596 -3.34858 -1.4437 0.0240 -1.0110
C 7.90542 -11.30779 -1.48043 1.5688 0.8167 -0.2873
C 6.85238 -11.81384 -0.58341 -3.1251 -1.1851 0.3214
C 6.21073 -13.17743 -1.05333 0.9153 -0.7127 1.1105
C 5.29899 -13.81483 0.02286 -1.6340 -0.2386 -0.0112
N 4.39002 -15.02505 -0.32188 0.8126 -1.6241 0.9311
C 3.65739 -15.62067 0.92415 2.8669 -0.5847 -0.8452
C 2.44529 -14.84091 1.07314 -1.0232 -0.0239 0.8979
C 1.96062 -14.56710 -0.34594 0.3647 1.9996 1.5207
C 3.20873 -14.60832 -1.24453 5.8261 -1.8637 6.3655
C 5.24281 -16.17416 -0.92288 -0.7917 1.9160 0.1068
H 8.81310 -11.90668 -1.40570 0.0811 -0.0475 0.0820
H 8.16835 -10.29477 -1.17587 0.1945 0.0208 0.0979
H 7.71961 -11.21112 -2.55012 -0.6828 -0.3252 0.0441
H 5.99382 -11.14691 -0.50478 -0.0593 0.5314 -0.4214
H 7.10143 -11.85932 0.47679 0.7716 -0.3881 -0.0896
H 7.05976 -13.84358 -1.20662 -0.0555 -0.2043 -0.4023
H 5.66452 -13.06383 -1.98973 0.0931 0.1323 -0.0821
H 4.54244 -13.06392 0.25064 0.1239 0.2040 0.5527
H 5.77836 -14.16631 0.93653 0.4761 0.5048 -0.1353
H 3.43234 -16.64419 0.62437 0.0885 0.2282 0.1018
H 4.34093 -15.67383 1.77154 0.0542 0.3239 0.0629
H 1.77572 -15.50695 1.61735 -0.4497 0.3977 0.0980
H 2.62259 -13.95275 1.67963 -0.2261 0.1529 -0.1859
H 1.16659 -15.27159 -0.59356 0.2027 0.4733 -0.3239
H 1.66024 -13.51931 -0.34494 -0.8834 -0.0232 -0.0750
H 3.03115 -15.48741 -1.86402 1.4001 1.6709 0.2251
H 3.46723 -13.71496 -1.81301 3.5744 -1.4063 5.4743
H 4.52444 -16.87483 -1.34845 0.8076 -0.0505 0.3715
H 5.79563 -16.61512 -0.09341 0.4904 0.2079 -0.4491
H 5.75299 -15.66459 -1.74029 0.8149 -0.4989 0.2842
```
Forces are in eV/Å.

Output
Gap between HOMO and LUMO, eV: 8.14
Total charge: +1
Max |F|, eV/A: 9.2
2S+1: 1
E_tot, a.u.: -3392.6892
Relative energy (zero: lowest compared OMol25 entry of this formula, charge and spin), kcal/mol: 287.4
Molar mass, u: 364.436

(4)
ORCA calculation (ωB97M-V/def2-TZVPD) on C21H17NO3 in the gas phase.

XYZ file:
```
42
Properties=species:S:1:pos:R:3:forces:R:3
O 1.46808 4.42735 1.38544 -0.0487 0.1502 -0.0205
C 1.60786 3.24373 1.53974 -0.2802 0.4010 0.0238
O 2.80794 2.66176 1.60310 0.4667 -0.5229 0.1032
C 0.48123 2.25533 1.70949 0.2053 -0.2319 -0.1537
C 0.70004 0.96479 0.89781 0.1634 0.0590 0.2243
C 0.89621 1.17392 -0.58843 -0.0374 0.2480 -0.0038
C 0.56781 2.35635 -1.20136 0.0581 -0.2712 0.2997
C 0.73227 2.53453 -2.58319 0.0677 -0.0761 -0.3773
C 1.21288 1.51845 -3.35548 -0.1132 0.2801 0.0582
C 1.55224 0.27913 -2.77400 -0.0356 -0.0871 0.2919
C 2.04087 -0.78129 -3.56555 0.0680 -0.1743 -0.0284
C 2.36570 -1.98354 -3.00545 -0.0010 0.1166 -0.2302
C 2.21927 -2.16940 -1.62382 -0.0478 0.0329 0.2239
C 1.75073 -1.16083 -0.82763 0.0454 -0.1812 0.0392
C 1.39794 0.09443 -1.37242 0.0476 0.0845 -0.3774
N -0.39948 0.05087 1.12432 0.0056 0.1498 -0.0658
C -1.67608 0.17474 0.45993 -0.1479 0.1639 -0.2730
C -2.45193 -0.97271 1.02694 0.3046 -0.2327 0.3517
C -3.74621 -1.38527 0.78562 -0.0137 0.0141 -0.0169
C -4.21549 -2.50143 1.46456 -0.0656 0.0780 -0.0928
C -3.40977 -3.18853 2.36226 0.0491 -0.0948 0.0944
C -2.10968 -2.77677 2.60609 0.1150 0.1090 -0.0455
C -1.64403 -1.66348 1.92911 -0.5317 -0.0283 -0.2161
C -0.32358 -1.00214 1.98737 0.1070 0.0348 0.0344
O 0.65656 -1.29770 2.63972 0.1771 -0.1522 0.1811
H 3.51186 3.32220 1.50698 -0.2939 0.1027 -0.0265
H 0.44796 1.97484 2.76574 -0.0297 -0.0072 -0.0297
H -0.45886 2.74618 1.45686 0.1102 0.0499 0.0186
H 1.58884 0.47620 1.31634 -0.1951 0.0558 -0.1040
H 0.18035 3.18613 -0.63268 -0.0465 0.0851 0.1326
H 0.46984 3.48495 -3.02336 -0.0096 0.0641 -0.0708
H 1.33913 1.64435 -4.42115 0.0108 0.0270 -0.1020
H 2.15232 -0.61988 -4.62847 0.0148 0.0013 -0.0981
H 2.73826 -2.79186 -3.61731 0.0232 -0.0396 -0.0714
H 2.48232 -3.12059 -1.18526 0.0135 -0.0619 0.0704
H 1.65626 -1.34035 0.23061 -0.0026 -0.0122 0.1757
H -1.56114 0.09592 -0.62814 -0.0316 0.0271 0.0833
H -2.15040 1.13832 0.68095 0.0010 -0.0412 -0.0427
H -4.37916 -0.85638 0.08867 -0.0840 0.0408 -0.0709
H -5.22600 -2.84076 1.29095 -0.0804 -0.0330 -0.0111
H -3.80372 -4.05332 2.87493 -0.0302 -0.0676 0.0409
H -1.46924 -3.29821 3.30017 0.0726 -0.0605 0.0811
```
Forces are in eV/Å.

Output
Gap between HOMO and LUMO, eV: 8.81
Total charge: 0
Max |F|, eV/A: 0.7
SMILES string: O=C(O)C[C@H](c1cccc2ccccc12)N1Cc2ccccc2C1=O
2S+1: 1
E_tot, a.u.: -1090.9936
Relative energy (zero: lowest compared OMol25 entry of this formula, charge and spin), kcal/mol: 0.0
Molar mass, u: 331.371

(5)
ORCA calculation (ωB97M-V/def2-TZVPD) on 2 unconnected molecules or ions with the total composition C3H11N2O2.

XYZ file:
```
18
Properties=species:S:1:pos:R:3:forces:R:3
N -1.53505 0.63813 0.63684 0.0964 0.2678 0.3481
C -2.13326 1.91751 0.76639 0.0245 -0.1532 -0.2044
O -1.39035 2.94179 0.07976 -0.0126 0.2625 -0.0721
H -1.21844 0.43188 -0.30414 -0.0984 -0.0399 -0.0880
H -0.69843 0.57644 1.20372 0.1056 -0.1766 -0.1501
H -3.14561 1.89176 0.35018 -0.0693 0.0601 0.0479
H -2.16736 2.17338 1.82792 -0.2003 -0.0435 0.0851
H -1.95282 3.72382 0.00851 0.1133 -0.1477 0.0052
C 2.15516 -1.50520 0.51374 -0.3158 -0.0526 -0.0110
N 0.86218 -1.10833 -0.03332 0.0228 -0.0444 -0.1264
C 0.89901 -1.27337 -1.55249 -0.0074 0.0133 0.0969
O 1.25977 -2.46081 -1.99790 -0.0104 0.0760 0.0626
H 2.44983 -2.49610 0.14586 0.1428 0.0703 0.0996
H 2.11563 -1.48912 1.60882 0.0941 -0.0644 -0.0239
H 2.89270 -0.77134 0.18725 0.1819 0.0143 -0.0050
H 0.18928 -1.81389 0.25867 0.0089 -0.0629 0.0416
H 1.55926 -0.41615 -1.86281 0.0223 -0.0424 -0.0235
H -0.14148 -0.96041 -1.83700 -0.0983 0.0632 -0.0825
```
Forces are in eV/Å.

Output
Gap between HOMO and LUMO, eV: 5.69
Total charge: -1
Max |F|, eV/A: 0.4
2S+1: 1
E_tot, a.u.: -380.8647
Relative energy (zero: lowest compared OMol25 entry of this formula, charge and spin), kcal/mol: 22.0
Molar mass, u: 107.133

(6)
ORCA calculation (ωB97M-V/def2-TZVPD) on a molecular structure, C20H23IN2O4S4V.

XYZ file:
```
55
Properties=species:S:1:pos:R:3:forces:R:3
V 0.70944 -0.19845 0.25973 -3.4530 -0.0404 0.5922
C -2.35835 1.76875 1.78657 0.0862 -0.1546 -0.0706
C -2.20684 3.17424 1.21347 0.2090 -0.0809 -0.1563
S -0.99834 3.30518 -0.12780 -0.0569 -0.0374 -0.0050
C -1.97634 2.94255 -1.61768 0.1172 0.0011 0.1834
C -2.89366 1.72689 -1.60643 0.0322 -0.2175 -0.1108
S -2.01045 0.13272 -1.59255 -0.0856 0.1046 0.1493
C -3.32954 -0.95061 -0.97792 0.1871 0.1534 -0.1398
C -2.72162 -2.27030 -0.51201 0.1574 0.0967 0.1028
S -1.38266 -2.12843 0.71285 -0.1068 0.0829 0.0615
C -2.29690 -1.44243 2.13094 0.0877 -0.0938 -0.0818
C -1.42683 -0.51292 2.96407 0.1070 0.0676 -0.0662
S -0.76751 0.90957 2.05287 -0.3562 0.4504 0.3692
H -2.97467 1.14843 1.13690 0.0240 0.0386 -0.0161
H -2.83629 1.82023 2.76719 -0.0560 0.0004 -0.0113
H -1.84495 3.85410 1.98438 -0.0159 -0.0020 0.0242
H -3.17290 3.54604 0.86751 -0.0432 0.0162 0.0888
H -1.21463 2.85431 -2.39395 -0.0252 -0.0074 -0.0424
H -2.58427 3.82335 -1.83054 -0.0161 -0.0234 -0.0744
H -3.51744 1.75820 -2.50172 -0.0348 0.0759 0.0265
H -3.55534 1.75331 -0.73996 -0.0548 0.0300 -0.0265
H -4.05427 -1.14770 -1.76961 -0.0626 -0.0538 0.0626
H -3.85124 -0.44715 -0.16127 -0.0406 -0.0322 -0.0032
H -2.25522 -2.79428 -1.34821 -0.0512 -0.0015 -0.0247
H -3.49014 -2.92161 -0.09564 -0.0261 -0.0189 -0.0521
H -2.63222 -2.27503 2.75016 -0.0348 0.0244 0.0223
H -3.17719 -0.92602 1.75104 0.0055 -0.0077 0.0356
H -0.54374 -1.03379 3.32880 -0.0128 0.0046 0.0294
H -1.99400 -0.13575 3.81579 -0.0053 -0.0303 0.0235
O 2.91934 -0.79377 3.58852 0.0083 0.0094 -0.0191
C 2.41252 -0.52422 2.51692 0.1243 -0.0120 0.0216
O 1.31394 -1.00582 2.02364 0.4480 -0.3273 0.5719
C 3.08373 0.47024 1.57596 -0.0141 -0.1836 -0.0962
C 4.33830 1.02326 1.73057 0.0439 0.1125 0.0346
C 4.81554 1.87291 0.73617 -0.0780 -0.0475 0.0039
C 4.03091 2.14540 -0.38034 0.0426 0.0225 -0.0348
C 2.78975 1.54913 -0.47375 -0.1300 0.0226 0.1266
N 2.34872 0.72800 0.48744 2.0375 1.1187 0.3799
C 1.76314 1.70917 -1.58490 -0.0509 0.0835 0.0006
O 1.98885 2.41825 -2.55168 0.0694 0.0178 0.0565
O 0.69831 1.02214 -1.35151 0.1635 0.5760 -0.8282
H 4.91375 0.78219 2.61322 -0.0137 0.0025 0.0095
H 5.79726 2.31774 0.83078 0.0021 0.0086 -0.0009
H 4.35777 2.79890 -1.17713 0.0031 0.0045 0.0062
I 2.00491 -2.39286 -5.11424 -0.0154 -0.0249 0.1581
C 1.85607 -2.63466 -3.04331 0.0381 -0.0362 -0.2283
C 2.06580 -3.87048 -2.45588 -0.0411 0.0870 0.0708
C 1.95276 -3.94621 -1.07626 0.0633 -0.0644 -0.0236
C 1.64249 -2.81261 -0.35299 0.1233 -0.0084 -0.0329
N 1.41655 -1.61164 -0.92569 0.8199 -1.8485 -1.1859
C 1.53370 -1.53792 -2.26537 -0.0954 0.0585 0.0504
H 2.30598 -4.74032 -3.05103 0.0127 -0.0021 -0.0005
H 2.11125 -4.88068 -0.55628 0.0006 0.0051 0.0053
H 1.56707 -2.84196 0.72534 -0.0257 0.0311 0.0098
H 1.32969 -0.57757 -2.71521 -0.0115 0.0498 0.0545
```
Forces are in eV/Å.

Output
Gap between HOMO and LUMO (spin up / spin down), eV: 6.79 / 8.33
Total charge: 0
Max |F|, eV/A: 3.5
2S+1: 4
E_tot, a.u.: -4020.9674
Molar mass, u: 661.530